The following is a DFT calculation (the ωB97M-V functional and the def2-TZVPD basis) of a molecular structure, C48H44F12N5O2PS3SbZr in a non-equilibrium geometry.

Summary:
total charge: +1
M: 1291.048 g mol⁻¹
LUMO level (spin up / spin down): -0.1500 / -0.1504 Eh
E: -5301.3335 Ha

Geometry (Å):
Zr (-0.202, -0.326, 0.606)
S (2.097, -1.527, 1.157)
C (0.993, -2.805, 0.965)
N (-0.216, -2.570, 0.460)
C (-0.954, -3.752, 0.307)
C (-2.235, -3.876, -0.226)
C (-2.796, -5.134, -0.316)
C (-2.104, -6.267, 0.118)
C (-0.834, -6.157, 0.649)
C (-0.268, -4.889, 0.736)
S (1.303, -4.458, 1.354)
H (-2.787, -3.006, -0.551)
H (-3.792, -5.241, -0.725)
H (-2.567, -7.241, 0.039)
H (-0.293, -7.030, 0.987)
S (-1.113, 0.943, -1.448)
C (-2.824, 0.659, -1.208)
N (-3.626, 1.019, -2.182)
N (-4.924, 1.060, -2.090)
C (-5.785, 1.339, -0.992)
C (-5.415, 2.177, 0.053)
C (-6.351, 2.507, 1.017)
C (-7.645, 2.005, 0.953)
C (-8.008, 1.179, -0.099)
C (-7.081, 0.850, -1.077)
N (-3.332, -0.029, -0.154)
N (-2.554, -0.597, 0.668)
C (-3.313, -1.323, 1.672)
C (-4.659, -1.016, 1.874)
C (-5.412, -1.765, 2.759)
C (-4.840, -2.831, 3.444)
C (-3.499, -3.118, 3.259)
C (-2.731, -2.357, 2.391)
H (-5.357, 1.170, -2.995)
H (-4.413, 2.579, 0.117)
H (-6.064, 3.164, 1.828)
H (-8.367, 2.266, 1.715)
H (-9.014, 0.788, -0.165)
H (-7.363, 0.207, -1.902)
H (-5.116, -0.198, 1.340)
H (-6.453, -1.513, 2.912)
H (-5.435, -3.418, 4.131)
H (-3.032, -3.928, 3.804)
H (-1.683, -2.576, 2.298)
C (3.415, -2.629, -2.006)
C (1.922, -2.915, -2.149)
P (0.823, -1.441, -2.044)
C (-0.788, -2.061, -2.737)
C (-0.829, -3.453, -3.361)
C (1.455, -0.405, -3.427)
C (1.491, -1.061, -4.805)
H (3.991, -3.522, -2.251)
H (3.679, -2.322, -0.995)
H (3.734, -1.846, -2.695)
H (1.594, -3.641, -1.403)
H (1.740, -3.375, -3.121)
H (-1.115, -1.309, -3.458)
H (-1.516, -2.014, -1.926)
H (-0.173, -3.539, -4.227)
H (-1.843, -3.676, -3.696)
H (-0.546, -4.227, -2.647)
H (2.458, -0.068, -3.158)
H (0.834, 0.493, -3.447)
H (2.206, -1.883, -4.844)
H (1.796, -0.330, -5.555)
H (0.515, -1.445, -5.102)
F (7.132, 2.683, -5.232)
C (6.204, 2.501, -4.280)
C (5.979, 1.224, -3.805)
C (5.016, 1.053, -2.823)
C (4.296, 2.133, -2.314)
C (4.550, 3.402, -2.823)
C (5.505, 3.595, -3.812)
Sb (2.860, 1.772, -0.773)
C (2.280, 3.809, -0.509)
C (3.079, 4.777, 0.099)
C (2.660, 6.097, 0.192)
C (1.433, 6.440, -0.342)
F (1.018, 7.712, -0.253)
C (0.620, 5.519, -0.975)
C (1.056, 4.204, -1.052)
C (4.228, 1.534, 0.852)
C (4.136, 2.216, 2.061)
C (4.984, 1.924, 3.120)
C (5.926, 0.929, 2.952)
F (6.746, 0.635, 3.972)
C (6.049, 0.222, 1.772)
C (5.190, 0.531, 0.729)
H (6.546, 0.393, -4.202)
H (4.838, 0.049, -2.454)
H (4.005, 4.263, -2.457)
H (5.711, 4.577, -4.215)
H (4.054, 4.515, 0.491)
H (3.272, 6.856, 0.660)
H (-0.322, 5.836, -1.401)
H (0.426, 3.482, -1.564)
H (3.388, 2.987, 2.206)
H (4.920, 2.450, 4.063)
H (6.798, -0.552, 1.684)
H (5.287, -0.030, -0.194)
O (0.037, 1.953, 1.010)
H (0.491, 2.537, 1.629)
H (-0.364, 2.473, 0.298)
F (-2.174, -0.953, 4.921)
C (-0.846, -0.840, 4.915)
F (-0.452, -0.446, 6.128)
F (-0.336, -2.049, 4.678)
C (-0.379, 0.163, 3.813)
O (-0.481, -0.464, 2.598)
C (-1.283, 1.456, 3.885)
F (-0.578, 2.577, 3.629)
F (-2.251, 1.385, 2.966)
F (-1.851, 1.626, 5.072)
C (1.108, 0.543, 4.115)
F (1.849, -0.539, 4.302)
F (1.239, 1.330, 5.179)
F (1.623, 1.214, 3.060)

=====

The following is a DFT calculation (the ωB97M-V functional and the def2-TZVPD basis) of a molecular structure, C48H45HgN3O6S2 in a non-equilibrium geometry.

Summary:
total charge: -1
M: 1024.627 g mol⁻¹
LUMO level (spin up / spin down): 0.0713 / 0.0713 Eh
2S+1: 2
E: -3421.5978 Ha

Geometry (Å):
Hg (-0.280, 0.042, 0.534)
C (1.472, 2.902, -1.460)
O (0.326, 2.465, -0.776)
C (-0.888, 2.856, -1.284)
C (-1.024, 3.711, -2.362)
C (-2.287, 4.125, -2.781)
C (-3.412, 3.659, -2.126)
C (-3.286, 2.789, -1.055)
C (-2.026, 2.366, -0.602)
N (-1.853, 1.519, 0.484)
N (-2.979, 1.367, 1.199)
C (-3.118, 0.580, 2.278)
C (-2.146, -0.311, 2.861)
O (-0.875, -0.271, 2.573)
C (-2.596, -1.236, 3.837)
C (-3.868, -1.230, 4.341)
C (-4.808, -0.260, 3.918)
C (-6.095, -0.164, 4.485)
C (-6.971, 0.816, 4.099)
C (-6.587, 1.751, 3.126)
C (-5.350, 1.662, 2.531)
C (-4.436, 0.656, 2.901)
H (1.527, 3.995, -1.495)
H (2.320, 2.524, -0.894)
H (1.514, 2.507, -2.479)
H (-0.155, 4.079, -2.891)
H (-2.377, 4.792, -3.630)
H (-4.398, 3.970, -2.450)
H (-4.152, 2.399, -0.545)
H (-1.878, -1.955, 4.209)
H (-4.154, -1.944, 5.107)
H (-6.375, -0.886, 5.245)
H (-7.960, 0.873, 4.541)
H (-7.267, 2.548, 2.846)
H (-5.041, 2.374, 1.780)
O (3.580, 0.350, 0.237)
S (4.693, 0.242, -0.719)
C (5.188, -1.551, -0.898)
C (4.055, -2.567, -0.747)
C (3.773, -3.008, 0.692)
C (2.571, -3.955, 0.737)
S (0.893, -3.076, 0.745)
O (1.266, -1.663, 0.427)
C (0.785, -3.212, 2.537)
C (0.240, -4.384, 3.040)
C (0.228, -4.597, 4.410)
C (0.766, -3.639, 5.259)
C (1.311, -2.472, 4.740)
C (1.316, -2.247, 3.371)
C (4.024, 0.371, -2.389)
C (4.835, 0.993, -3.331)
C (4.388, 1.149, -4.633)
C (3.138, 0.662, -4.995)
C (2.331, 0.043, -4.047)
C (2.758, -0.084, -2.735)
H (5.977, -1.711, -0.160)
H (5.624, -1.593, -1.896)
H (4.301, -3.449, -1.346)
H (3.132, -2.145, -1.140)
H (3.578, -2.123, 1.299)
H (4.650, -3.518, 1.102)
H (2.588, -4.578, 1.627)
H (2.558, -4.590, -0.151)
H (-0.178, -5.111, 2.353)
H (-0.197, -5.507, 4.814)
H (0.737, -3.793, 6.330)
H (1.713, -1.723, 5.410)
H (1.719, -1.333, 2.958)
H (5.806, 1.371, -3.033)
H (5.015, 1.640, -5.366)
H (2.792, 0.777, -6.014)
H (1.356, -0.329, -4.332)
H (2.091, -0.504, -1.989)
C (-6.579, -5.821, 2.178)
C (-6.639, -4.452, 1.552)
C (-7.817, -3.717, 1.608)
C (-7.901, -2.460, 1.029)
C (-6.809, -1.940, 0.361)
C (-5.628, -2.668, 0.286)
N (-4.535, -2.112, -0.424)
C (-3.977, -2.714, -1.521)
C (-4.742, -3.614, -2.280)
C (-4.269, -4.107, -3.481)
C (-3.041, -3.702, -3.980)
C (-2.255, -2.848, -3.222)
C (-2.678, -2.386, -1.985)
C (-1.684, -1.683, -1.101)
O (-0.892, -0.848, -1.605)
O (-1.651, -2.031, 0.123)
C (-5.520, -3.920, 0.904)
C (-4.209, -4.657, 0.876)
H (-7.565, -6.130, 2.522)
H (-5.901, -5.831, 3.035)
H (-6.219, -6.558, 1.456)
H (-8.681, -4.130, 2.116)
H (-8.817, -1.890, 1.096)
H (-6.857, -0.966, -0.108)
H (-3.975, -1.444, 0.085)
H (-5.718, -3.904, -1.913)
H (-4.881, -4.801, -4.046)
H (-2.697, -4.056, -4.944)
H (-1.275, -2.545, -3.571)
H (-3.383, -3.952, 0.769)
H (-4.172, -5.354, 0.033)
H (-4.061, -5.221, 1.798)